Below is the molecule C4H7N3 in a non-equilibrium geometry, with properties calculated with ωB97M-V/def2-TZVPD.

Each line ends with the Löwdin charge.
Cartesian coordinates (Å):
H (3.92828, 0.85384, 0.96866)  0.0497
N (3.17221, 0.21789, 0.72419)  0.0528
N (2.25822, 0.48302, 1.52754)  -0.0796
N (1.23873, -0.44666, 1.30748)  0.0447
C (0.89238, -0.54848, 0.12336)  -0.1492
C (0.19452, -0.64700, -0.97437)  -0.0943
C (-1.29454, -0.46478, -0.81011)  -0.2541
C (-1.80072, 0.66012, 0.12412)  -0.1072
H (0.60274, -1.16256, -1.84625)  0.1106
H (-1.61171, -1.42595, -0.37273)  0.1135
H (-1.70662, -0.34668, -1.81010)  0.0988
H (-2.89672, 0.67062, 0.05419)  0.0691
H (-1.55596, 0.52481, 1.19026)  0.0710
H (-1.42081, 1.63181, -0.20625)  0.0742

Calculated values
- F_max (eV Å⁻¹) = 1.05
- 2S+1 = 1
- SMILES = [H]/N=N/N=C=CCC
- highest occupied orbital energy (eV) = -9.1
- energy relative to the best compared isomer or geometry (same formula, charge and spin) (eV) = 3.775

=====

Below is the molecule C4H7N3 in a non-equilibrium geometry, with properties calculated with ωB97M-V/def2-TZVPD.

Each line ends with the Löwdin charge.
Cartesian coordinates (Å):
N (-0.85317, -0.52246, 2.19286)  0.1210
C (-0.24301, -0.62315, 1.13050)  -0.1526
C (0.63181, -0.66038, 0.14154)  -0.3605
N (1.70502, -1.58974, 0.14330)  0.0669
C (0.41803, 0.08340, -1.08172)  -0.0974
C (-0.51557, 1.03704, -1.27019)  -0.2130
N (-1.14451, 1.80525, -0.30881)  0.0691
H (-1.60698, -1.18491, 2.38457)  0.0635
H (2.55016, -1.18579, -0.24189)  0.0803
H (1.87545, -1.98196, 1.06045)  0.0821
H (1.00366, -0.25433, -1.92371)  0.0956
H (-0.64394, 1.43560, -2.27000)  0.1047
H (-2.01915, 2.22595, -0.57814)  0.0855
H (-1.15779, 1.41547, 0.62124)  0.0546

Calculated values
- F_max (eV Å⁻¹) = 1.34
- 2S+1 = 1
- SMILES = N=C=C(N)/C=C\N
- highest occupied orbital energy (eV) = -7.0
- energy relative to the best compared isomer or geometry (same formula, charge and spin) (eV) = 1.882

=====

Below is a 2-piece molecular cluster, C4H7N3 overall in a non-equilibrium geometry, with properties calculated with ωB97M-V/def2-TZVPD.

Each line ends with the Löwdin charge.
Cartesian coordinates (Å):
H (2.73372, -1.42818, 1.14249)  0.0718
N (1.74527, -1.18235, 1.18841)  0.1731
C (1.48825, -0.19522, 0.43418)  -0.4422
C (2.53386, 0.45958, -0.35900)  -0.1502
N (3.42502, 0.90503, -0.94763)  0.1607
N (0.21640, 0.38472, 0.26526)  0.0354
C (-0.80348, -0.33738, 0.52315)  -0.1937
C (-2.19159, 0.15521, 0.25895)  -0.0714
H (-0.68609, -1.35015, 0.92557)  0.1190
H (-2.19021, 0.95902, -0.48137)  0.0559
H (-2.64233, 0.53647, 1.18232)  0.0854
H (-2.82409, -0.66540, -0.09659)  0.0800
H (-0.56572, 0.74170, -2.32342)  0.0531
H (-0.23901, 1.01694, -1.71231)  0.0232

Calculated values
- F_max (eV Å⁻¹) = 1.18
- 2S+1 = 1
- SMILES = [H]/N=C(C#N)/N=C/C.[H][H]
- highest occupied orbital energy (eV) = -10.8
- energy relative to the best compared isomer or geometry (same formula, charge and spin) (eV) = 2.229

=====

Below is the molecule C4H7N3 in a non-equilibrium geometry, with properties calculated with ωB97M-V/def2-TZVPD.

Each line ends with the Löwdin charge.
Cartesian coordinates (Å):
C (1.76404, -0.85965, 1.57178)  0.0546
C (1.10245, 0.05074, 0.82648)  -0.3576
C (0.34401, -0.49755, -0.30917)  -0.1411
N (-0.73714, 0.45706, -0.33906)  -0.1949
C (-1.81924, 0.58140, -1.28767)  -0.0507
N (-0.39376, 1.53815, 0.40294)  0.0359
N (0.68709, 1.38515, 1.04891)  0.0430
H (1.26167, -1.81397, 1.72172)  0.0569
H (2.65152, -0.69983, 2.15614)  0.0493
H (0.89051, -0.51911, -1.26359)  0.1326
H (0.41249, -1.56784, 0.02385)  0.1228
H (-2.33368, 1.52744, -1.09730)  0.0845
H (-2.52512, -0.24103, -1.14805)  0.0811
H (-1.46721, 0.57698, -2.32921)  0.0836

Calculated values
- F_max (eV Å⁻¹) = 1.96
- 2S+1 = 1
- SMILES = C=C1CN(C)N=N1
- highest occupied orbital energy (eV) = -8.3
- energy relative to the best compared isomer or geometry (same formula, charge and spin) (eV) = 3.595

=====

Below is the molecule C4H7N3 in a non-equilibrium geometry, with properties calculated with ωB97M-V/def2-TZVPD.

Each line ends with the Löwdin charge.
Cartesian coordinates (Å):
H (1.74370, -1.42171, -1.26677)  0.0557
N (0.97867, -1.05466, -0.73670)  0.1214
C (1.28128, -0.03887, -0.02624)  -0.5030
C (2.59255, 0.62670, -0.11950)  -0.1268
N (3.65599, 1.06024, -0.27556)  0.1524
N (0.34403, 0.38935, 0.85091)  0.0457
C (-1.02746, -0.45902, 0.68942)  -0.1809
C (-1.82356, 0.25652, -0.38492)  -0.1140
H (0.51318, 1.33989, 1.22702)  0.1444
H (-0.96212, -1.52583, 0.36155)  0.1080
H (-1.37859, -0.49248, 1.70947)  0.0886
H (-1.15581, 0.23047, -1.24980)  0.0637
H (-1.98992, 1.28239, -0.06409)  0.0659
H (-2.77194, -0.19300, -0.71478)  0.0789

Calculated values
- F_max (eV Å⁻¹) = 1.73
- 2S+1 = 1
- SMILES = [H]/N=C(\C#N)NCC
- highest occupied orbital energy (eV) = -9.6
- energy relative to the best compared isomer or geometry (same formula, charge and spin) (eV) = 1.437

=====

Below is the molecule C4H7N3, with properties calculated with ωB97M-V/def2-TZVPD.

Each line ends with the Löwdin charge.
Cartesian coordinates (Å):
N (-2.45118, -0.32157, 0.12994)  0.1073
C (-1.08313, -0.12154, 0.02025)  -0.3750
C (-0.01256, -0.80924, 0.44116)  -0.0147
C (1.15237, 0.15420, 0.38017)  -0.4525
N (2.45788, -0.41134, 0.06113)  0.0206
C (0.68612, 1.33747, -0.46425)  -0.0071
N (-0.62094, 1.12592, -0.52448)  0.0199
H (-2.99865, -0.09689, -0.69228)  0.0901
H (-2.69637, -1.22456, 0.51332)  0.0946
H (0.00259, -1.79240, 0.89567)  0.1044
H (3.12209, 0.35704, -0.02237)  0.0640
H (2.43123, -0.84095, -0.86208)  0.0687
H (1.21452, 0.62721, 1.39767)  0.1526
H (-1.24303, 1.76477, -1.00798)  0.1270

Calculated values
- F_max (eV Å⁻¹) = 0.58
- 2S+1 = 1
- highest occupied orbital energy (eV) = -8.4
- energy relative to the best compared isomer or geometry (same formula, charge and spin) (eV) = 2.213

=====

The energy results, record by record, are as follows: -320.7446 -320.8141 -320.8014 -320.7512 -320.8305 -320.8020 a.u..
The frontier orbital gap results, record by record, are as follows: 9.74 7.99 10.28 8.66 10.44 9.09 eV.